[1]
Molecular formula: CH4N2O3
Method: DFT, ωB97M-V with the def2-TZVPD basis set

Last column: natural (NBO) charge in e.
Cartesian coordinates (Å):
1 N 1.213 -1.416 -0.636  -0.49
2 O 0.935 -0.133 -0.162  -0.38
3 C -0.429 0.111 0.120  0.02
4 N -0.496 1.541 0.551  0.52
5 O -0.657 2.357 -0.315  -0.35
6 O -0.378 1.755 1.727  -0.35
7 H 0.716 -1.577 -1.512  0.33
8 H 0.936 -2.110 0.057  0.33
9 H -1.052 -0.009 -0.779  0.19
10 H -0.788 -0.518 0.949  0.19

- SMILES string: NOC[N+](=O)[O-]
- Relative energy (zero: lowest compared OMol25 entry of this formula, charge and spin): 68.5 kcal per mole
- HOMO level: -10.71 eV
- Kohn-Sham gap: 10.80 eV
- Max |F|: 0.023 Eh/bohr
- Electronic energy: -10219.4561 eV


[2]
Molecular formula: C56H141N9O20
Method: DFT, ωB97M-V with the def2-TZVPD basis set

Last column: Löwdin charge in e.
Cartesian coordinates (Å):
1 C 17.790 20.197 18.333  -0.13
2 O 18.339 21.132 17.422  -0.20
3 C 18.884 22.223 18.120  -0.23
4 C 19.226 23.303 17.094  -0.19
5 N 19.966 22.872 15.921  -0.05
6 C 21.206 22.129 16.203  -0.21
7 C 22.027 21.885 14.962  -0.21
8 O 22.943 20.815 15.232  -0.27
9 C 23.639 20.295 14.063  -0.06
10 H 17.314 19.362 17.762  0.08
11 H 16.998 20.710 18.998  0.11
12 H 18.496 19.735 19.004  0.06
13 H 19.712 21.881 18.737  0.11
14 H 18.138 22.652 18.779  0.11
15 H 19.935 23.930 17.620  0.12
16 H 18.406 23.847 16.778  0.09
17 H 19.433 22.165 15.362  0.11
18 H 21.017 21.154 16.681  0.10
19 H 21.921 22.655 16.845  0.13
20 H 22.633 22.736 14.646  0.12
21 H 21.417 21.557 14.048  0.12
22 H 24.336 19.519 14.497  0.09
23 H 24.151 21.136 13.622  0.08
24 H 22.875 19.807 13.498  0.07
25 C 12.638 14.995 22.759  -0.13
26 O 13.990 15.344 22.722  -0.18
27 C 14.641 14.502 21.760  -0.20
28 C 16.091 14.900 21.692  -0.23
29 N 16.220 16.289 21.425  -0.06
30 C 17.601 16.750 21.488  -0.21
31 C 18.545 15.986 20.631  -0.25
32 O 19.872 16.403 20.885  -0.18
33 C 20.859 15.611 20.261  -0.09
34 H 12.184 15.640 23.530  0.11
35 H 12.480 13.950 22.960  0.07
36 H 12.183 15.210 21.823  0.04
37 H 14.181 14.518 20.780  0.10
38 H 14.452 13.479 22.161  0.14
39 H 16.573 14.321 20.928  0.09
40 H 16.576 14.527 22.605  0.13
41 H 15.583 16.907 21.952  0.14
42 H 17.912 16.693 22.562  0.13
43 H 17.762 17.875 21.287  0.15
44 H 18.270 16.212 19.546  0.15
45 H 18.362 14.943 20.824  0.10
46 H 20.773 14.594 20.685  0.09
47 H 21.799 16.111 20.516  0.09
48 H 20.818 15.523 19.186  0.06
49 C 23.099 20.256 9.377  -0.09
50 O 21.757 20.392 9.848  -0.22
51 C 21.532 21.634 10.537  -0.23
52 C 20.194 21.419 11.139  -0.23
53 N 20.055 20.270 12.082  -0.06
54 C 18.695 20.237 12.632  -0.23
55 C 18.328 19.000 13.422  -0.22
56 O 18.497 17.868 12.536  -0.19
57 C 18.574 16.593 13.293  -0.05
58 H 23.242 19.261 8.949  0.09
59 H 23.762 20.409 10.232  0.08
60 H 23.259 21.034 8.678  0.07
61 H 21.372 22.399 9.693  0.14
62 H 22.394 21.984 11.173  0.13
63 H 19.512 21.211 10.306  0.12
64 H 19.813 22.310 11.692  0.13
65 H 20.341 19.371 11.615  0.13
66 H 17.903 20.209 11.757  0.15
67 H 18.458 21.074 13.268  0.10
68 H 17.289 19.197 13.778  0.12
69 H 18.921 18.770 14.286  0.08
70 H 19.224 16.042 12.678  0.07
71 H 17.599 16.100 13.366  0.06
72 H 18.866 16.716 14.350  0.07
73 C 10.275 23.625 21.525  -0.13
74 O 10.094 22.279 21.328  -0.20
75 C 9.054 21.797 20.509  -0.24
76 C 9.278 20.355 20.212  -0.20
77 N 9.198 19.609 21.510  -0.03
78 C 9.511 18.203 21.247  -0.19
79 C 11.003 17.905 21.107  -0.20
80 O 11.585 18.155 19.806  -0.19
81 C 12.940 17.864 19.706  -0.13
82 H 10.599 24.170 20.654  0.06
83 H 11.030 23.635 22.331  0.11
84 H 9.410 24.105 21.915  0.08
85 H 9.122 22.356 19.507  0.14
86 H 8.006 21.927 20.952  0.14
87 H 10.157 20.212 19.655  0.09
88 H 8.397 19.978 19.595  0.15
89 H 9.794 19.995 22.169  0.07
90 H 9.026 17.836 20.351  0.11
91 H 9.158 17.584 22.103  0.12
92 H 11.083 16.910 21.381  0.05
93 H 11.638 18.383 21.830  0.12
94 H 13.543 18.611 20.266  0.10
95 H 13.312 17.964 18.640  0.08
96 H 13.150 16.844 20.022  0.07
97 C 14.520 12.197 18.598  -0.11
98 O 13.686 13.282 18.549  -0.22
99 C 12.820 13.289 17.489  -0.23
100 C 11.764 14.393 17.776  -0.17
101 N 11.003 13.982 18.938  -0.06
102 C 9.948 14.884 19.332  -0.20
103 C 9.235 14.253 20.525  -0.19
104 O 10.215 13.988 21.556  -0.25
105 C 9.626 13.451 22.775  -0.07
106 H 15.214 12.249 17.724  0.10
107 H 13.969 11.288 18.513  0.08
108 H 15.146 12.272 19.478  0.08
109 H 12.290 12.276 17.429  0.15
110 H 13.356 13.435 16.577  0.09
111 H 11.091 14.549 16.971  0.10
112 H 12.233 15.340 18.083  0.11
113 H 11.652 13.786 19.685  0.10
114 H 9.203 15.112 18.555  0.13
115 H 10.366 15.873 19.435  0.09
116 H 8.867 13.288 20.194  0.11
117 H 8.359 14.797 20.907  0.12
118 H 8.905 12.669 22.552  0.08
119 H 9.080 14.274 23.276  0.10
120 H 10.440 12.911 23.216  0.07
121 C 22.391 19.309 20.224  -0.08
122 O 22.923 18.494 19.162  -0.22
123 C 23.777 19.261 18.344  -0.21
124 C 24.291 18.536 17.028  -0.18
125 N 23.235 18.114 16.167  -0.07
126 C 22.588 16.835 16.501  -0.19
127 C 21.261 16.639 15.784  -0.25
128 O 20.176 16.846 16.599  -0.21
129 C 20.142 18.173 17.072  -0.08
130 H 21.842 18.653 20.920  0.09
131 H 21.749 20.070 19.786  0.07
132 H 23.184 19.848 20.751  0.09
133 H 24.628 19.593 18.951  0.12
134 H 23.287 20.164 18.024  0.10
135 H 24.897 17.643 17.328  0.13
136 H 24.935 19.253 16.567  0.09
137 H 22.632 18.888 15.985  0.06
138 H 22.495 16.717 17.585  0.10
139 H 23.247 15.988 16.328  0.11
140 H 21.274 15.558 15.486  0.13
141 H 21.291 17.295 14.896  0.13
142 H 19.922 18.920 16.244  0.11
143 H 21.094 18.488 17.541  0.08
144 H 19.411 18.131 17.862  0.07
145 C 15.613 10.302 13.900  -0.10
146 O 16.915 10.870 13.978  -0.20
147 C 17.022 12.287 13.591  -0.19
148 C 18.273 12.753 14.244  -0.22
149 N 18.080 12.740 15.668  -0.07
150 C 19.184 13.392 16.338  -0.18
151 C 19.166 13.022 17.837  -0.23
152 O 19.257 11.641 17.951  -0.17
153 C 19.284 11.284 19.313  -0.09
154 H 15.674 9.309 14.335  0.09
155 H 15.248 10.348 12.875  0.08
156 H 14.835 10.884 14.407  0.07
157 H 16.138 12.936 13.909  0.12
158 H 17.010 12.300 12.485  0.13
159 H 18.577 13.781 13.997  0.12
160 H 18.948 12.018 13.872  0.12
161 H 18.108 11.754 15.948  0.13
162 H 19.134 14.468 16.187  0.10
163 H 20.192 13.056 15.944  0.14
164 H 18.258 13.352 18.272  0.11
165 H 19.920 13.529 18.331  0.08
166 H 19.845 12.073 19.887  0.09
167 H 19.698 10.292 19.503  0.09
168 H 18.232 11.282 19.678  0.09
169 C 11.446 25.467 17.582  -0.13
170 O 12.583 24.664 17.573  -0.20
171 C 12.853 23.941 18.785  -0.21
172 C 14.297 23.454 18.688  -0.21
173 N 14.405 22.577 17.551  -0.06
174 C 13.692 21.299 17.691  -0.20
175 C 14.071 20.228 16.723  -0.24
176 O 13.339 20.485 15.566  -0.21
177 C 13.604 19.666 14.412  -0.08
178 H 11.436 25.937 16.575  0.10
179 H 11.604 26.290 18.236  0.07
180 H 10.467 25.005 17.726  0.09
181 H 12.123 23.173 18.831  0.09
182 H 12.639 24.514 19.682  0.11
183 H 14.428 22.852 19.653  0.13
184 H 15.046 24.245 18.663  0.11
185 H 14.016 23.167 16.779  0.13
186 H 12.655 21.401 17.629  0.10
187 H 14.017 20.902 18.689  0.13
188 H 13.658 19.224 16.998  0.12
189 H 15.195 20.188 16.560  0.14
190 H 13.595 18.573 14.627  0.08
191 H 14.562 19.919 14.019  0.06
192 H 12.768 19.880 13.713  0.10
193 C 14.792 15.844 12.572  -0.14
194 O 13.577 15.179 12.508  -0.16
195 C 13.243 14.441 13.706  -0.19
196 C 12.078 13.542 13.418  -0.22
197 N 12.423 12.333 12.692  -0.05
198 C 11.216 11.649 12.343  -0.25
199 C 11.284 10.400 11.567  -0.26
200 O 11.595 10.672 10.201  -0.20
201 C 11.474 9.455 9.427  -0.08
202 H 14.821 16.634 11.812  0.10
203 H 15.707 15.288 12.438  0.07
204 H 14.946 16.375 13.490  0.06
205 H 12.898 15.169 14.437  0.12
206 H 14.101 13.951 14.076  0.08
207 H 11.327 14.132 12.886  0.12
208 H 11.600 13.283 14.358  0.11
209 H 13.064 12.541 11.907  0.14
210 H 10.476 12.298 11.797  0.14
211 H 10.886 11.410 13.355  0.12
212 H 10.328 9.889 11.590  0.11
213 H 11.987 9.690 12.006  0.12
214 H 11.579 9.884 8.474  0.06
215 H 10.394 9.151 9.586  0.10
216 H 12.251 8.720 9.688  0.09
217 O 15.751 17.159 18.572  -0.11
218 C 15.565 15.916 17.949  -0.24
219 C 16.252 15.909 16.553  -0.19
220 O 15.925 14.658 15.909  -0.10
221 H 15.749 16.936 19.529  0.05
222 H 16.062 15.205 18.627  0.11
223 H 14.510 15.632 17.859  0.10
224 H 17.317 16.091 16.638  0.10
225 H 15.920 16.761 15.941  0.11
226 H 16.628 14.001 16.012  0.03

- SMILES string: COCCNCCOC.COCCNCCOC.COCCNCCOC.COCCNCCOC.COCCNCCOC.COCCNCCOC.COCCNCCOC.COCCNCCOC.COCCNCCOC.OCCO
- Relative energy (zero: lowest compared OMol25 entry of this formula, charge and spin): 0.0 kcal per mole
- HOMO level: -8.16 eV
- Kohn-Sham gap: 8.80 eV
- Max |F|: 0.074 Eh/bohr
- Electronic energy: -114703.5600 eV


[3]
Molecular formula: C25H53N8O7S
Method: DFT, ωB97M-V with the def2-TZVPD basis set

Last column: Löwdin charge in e.
Cartesian coordinates (Å):
1 O 5.529 -0.887 2.818  -0.05
2 C 5.262 0.500 2.959  -0.24
3 C 4.982 1.195 1.615  -0.15
4 C 3.750 2.099 1.623  -0.12
5 C 2.494 1.385 1.988  -0.19
6 C 2.027 0.282 1.278  0.02
7 C 0.832 -0.284 1.688  -0.54
8 S 0.104 -1.662 0.910  0.90
9 C 0.195 0.313 2.803  -0.11
10 N 0.654 1.326 3.466  0.14
11 N 1.808 1.835 3.027  0.13
12 H 4.793 -1.277 2.341  0.08
13 H 6.138 0.934 3.421  0.12
14 H 4.414 0.631 3.640  0.11
15 H 5.831 1.839 1.399  0.12
16 H 4.967 0.485 0.792  0.11
17 H 3.896 2.944 2.284  0.11
18 H 3.596 2.488 0.616  0.13
19 H 2.573 -0.106 0.436  0.14
20 H -0.092 -1.214 -0.344  -0.08
21 H -0.745 -0.092 3.142  0.12
22 H 2.149 2.648 3.530  0.19
23 C 8.290 0.597 -0.793  -0.36
24 O 7.263 -0.056 -0.846  0.00
25 N 9.199 0.498 0.189  -0.20
26 C 10.411 1.296 0.207  -0.05
27 C 8.957 -0.454 1.264  -0.03
28 H 8.562 1.334 -1.567  0.13
29 H 11.290 0.651 0.188  0.09
30 H 10.446 1.912 1.107  0.09
31 H 10.437 1.947 -0.664  0.08
32 H 8.871 -1.463 0.861  0.10
33 H 8.024 -0.221 1.778  0.07
34 H 9.781 -0.415 1.971  0.09
35 C -3.316 -0.493 -1.194  -0.36
36 O -2.185 -0.969 -1.251  -0.07
37 N -3.732 0.371 -0.269  -0.18
38 C -5.091 0.883 -0.253  -0.04
39 C -2.807 0.787 0.763  -0.04
40 H -4.094 -0.759 -1.922  0.15
41 H -5.084 1.970 -0.343  0.09
42 H -5.582 0.600 0.678  0.09
43 H -5.651 0.463 -1.083  0.09
44 H -1.937 1.277 0.317  0.09
45 H -2.465 -0.086 1.323  0.07
46 H -3.305 1.480 1.436  0.09
47 C -5.042 -3.699 0.448  -0.33
48 O -4.943 -2.477 0.440  -0.01
49 N -4.033 -4.534 0.166  -0.18
50 C -4.202 -5.976 0.167  -0.04
51 C -2.743 -3.949 -0.148  -0.05
52 H -5.985 -4.218 0.681  0.12
53 H -3.533 -6.431 0.900  0.09
54 H -3.974 -6.380 -0.821  0.09
55 H -5.229 -6.222 0.423  0.06
56 H -2.395 -3.357 0.701  0.07
57 H -2.831 -3.284 -1.005  0.07
58 H -2.021 -4.732 -0.367  0.09
59 C 4.212 6.090 2.391  -0.35
60 O 3.541 5.384 3.131  -0.02
61 N 3.922 6.352 1.110  -0.19
62 C 4.771 7.190 0.279  -0.04
63 C 2.715 5.779 0.542  -0.03
64 H 5.134 6.583 2.737  0.14
65 H 4.212 8.056 -0.077  0.10
66 H 5.133 6.625 -0.582  0.09
67 H 5.625 7.536 0.855  0.09
68 H 1.844 6.123 1.100  0.10
69 H 2.754 4.692 0.613  0.06
70 H 2.614 6.070 -0.499  0.09
71 C -1.938 2.393 -3.496  -0.36
72 O -2.261 3.558 -3.618  0.01
73 N -1.487 1.606 -4.489  -0.20
74 C -1.115 0.225 -4.246  -0.05
75 C -1.375 2.164 -5.828  -0.04
76 H -1.985 1.866 -2.524  0.12
77 H -0.063 0.070 -4.497  0.09
78 H -1.727 -0.446 -4.851  0.09
79 H -1.273 -0.006 -3.196  0.05
80 H -0.695 3.016 -5.826  0.09
81 H -2.348 2.510 -6.176  0.09
82 H -0.998 1.401 -6.504  0.09
83 C -8.770 -6.117 0.730  -0.34
84 O -7.560 -6.249 0.799  -0.01
85 N -9.418 -5.573 -0.311  -0.19
86 C -10.863 -5.445 -0.340  -0.05
87 C -8.640 -5.100 -1.445  -0.03
88 H -9.443 -6.444 1.539  0.14
89 H -11.275 -5.997 -1.186  0.09
90 H -11.148 -4.395 -0.431  0.09
91 H -11.287 -5.844 0.578  0.08
92 H -8.066 -5.921 -1.877  0.10
93 H -7.941 -4.326 -1.127  0.08
94 H -9.311 -4.694 -2.197  0.09

- HOMO level: -10.74 eV
- Total charge: +1
- Kohn-Sham gap: 6.36 eV
- Max |F|: 0.023 Eh/bohr
- Electronic energy: -63866.7848 eV